Entry 1:
{
  "formula": "C49H42O15P2",
  "method": "ωB97M-V/def2-TZVPD",
  "symbols": ["C", "C", "O", "C", "H", "H", "C", "H", "O", "O", "C", "H", "H", "C", "C", "C", "C", "C", "H", "C", "C", "O", "H", "H", "O", "H", "H", "C", "C", "C", "C", "C", "H", "C", "C", "H", "O", "H", "H", "O", "C", "C", "O", "H", "C", "P", "C", "C", "P", "C", "C", "C", "C", "C", "C", "H", "H", "H", "C", "C", "H", "C", "H", "C", "H", "H", "H", "C", "H", "H", "H", "C", "H", "C", "C", "O", "C", "H", "C", "H", "O", "C", "O", "H", "H", "H", "C", "H", "H", "H", "C", "H", "O", "C", "C", "O", "H", "C", "H", "C", "C", "C", "H", "O", "H", "H", "O", "H"],
  "coordinates": [[3.8621, -1.3869, -0.6745], [3.8919, 0.7888, -1.7838], [3.7548, -4.0840, 0.1656], [-1.9940, -1.0045, -4.9553], [-4.0998, 1.0861, 7.8535], [4.9984, -0.3953, -4.0814], [2.6652, 0.4531, -2.5931], [6.9963, 0.5813, 1.3441], [-6.0722, -1.6837, 3.5806], [2.2862, 0.7835, -5.7388], [-3.0166, 3.4567, 5.6826], [7.3399, -0.0207, -4.3991], [-3.8337, -1.1394, 4.5243], [-6.2978, -1.7786, 1.2387], [-4.4885, 1.9043, 4.5897], [-4.6349, 1.2015, 5.7820], [-7.7764, -2.0261, -1.0985], [-0.3207, 6.0967, 9.1887], [6.6391, -0.8128, -0.5383], [-3.1785, 2.7625, 6.8832], [-3.9825, 1.6294, 6.9257], [6.0932, -3.0224, -0.0146], [-8.1596, -2.0516, 2.2666], [-0.6021, -2.4973, -2.4378], [2.2935, 1.3554, -3.5535], [6.5012, 3.7551, -6.1479], [6.3536, 0.7909, -1.1646], [-4.1901, -1.5131, -0.0945], [1.9631, -0.6496, -2.3274], [-1.3255, -0.9038, 2.2658], [4.3923, 1.4560, -4.9606], [6.0025, 0.7108, 0.9218], [4.1668, -4.5541, -0.5727], [2.9241, 1.1552, -4.7864], [7.0722, 1.9114, -5.3167], [1.2793, -4.8700, -6.7286], [-2.6391, 2.6200, 9.1694], [-0.2578, -0.7340, 2.2143], [-1.5453, -1.1098, 0.1442], [-3.6310, -1.4968, -1.1722], [-8.4065, -2.1126, 0.1389], [-1.9717, -0.9038, 3.4978], [0.6545, -2.5903, -5.7548], [-1.2689, 4.4459, 10.1720], [-7.6694, -1.9888, 1.3046], [-0.3639, -2.9688, -4.7620], [0.7024, -0.9261, -3.1289], [-2.5103, 3.2302, 8.1283], [4.5662, -2.6962, 0.3794], [5.3154, 0.5324, -4.5494], [-1.4860, 5.1355, 6.8586], [4.8050, 2.6279, -5.5363], [0.7239, -5.2611, -4.6291], [-6.4076, -1.8299, -1.1695], [6.6536, 0.7510, -4.7236], [-0.5212, 6.7798, 5.8773], [1.4188, -4.7623, -3.9506], [4.9396, 2.3345, 0.5675], [-4.0625, -1.3517, 2.4040], [1.4576, -5.5927, -5.9367], [-5.2639, 0.3202, 5.8161], [-3.3356, -1.1337, 3.5660], [4.0648, 3.3490, -5.8563], [-2.0474, -1.1146, 1.1022], [-1.8747, 0.6254, -6.3135], [-1.0214, -0.7661, -6.9042], [-5.9178, -1.7661, -2.1317], [-5.6622, -1.7105, -0.0032], [-5.0070, 1.5726, 3.6991], [1.0185, -3.0745, -2.7381], [0.9339, -0.6659, -4.1603], [2.4486, -1.5163, -1.2143], [8.1330, 2.0630, -5.4656], [-2.1378, 4.6558, 5.6089], [0.2498, -2.4142, -3.1266], [-1.8365, -2.4309, -5.1020], [5.9560, 0.0336, -0.4830], [-3.0486, -0.7971, -5.1395], [-0.6853, 6.2702, 6.8170], [-9.4755, -2.2728, 0.1920], [-0.5184, -4.5733, -4.8159], [6.1400, 2.8383, -5.6968], [4.4249, -2.2949, 1.7676], [0.4704, -6.2111, -4.1513], [2.5297, -5.5859, -5.7109], [1.2356, -6.6070, -6.2733], [-0.1039, 6.7487, 7.9788], [-1.8191, -0.6558, -3.9346], [-1.4089, -0.7262, 4.4052], [0.1249, 6.4794, 10.0976], [-3.6789, 3.0258, 4.5392], [-3.5631, 3.5701, 3.6117], [5.8591, 2.1199, 0.7429], [-1.1043, 4.9561, 9.2327], [4.5604, -0.2791, -0.9507], [1.7179, -2.3316, -0.6791], [6.1749, -3.6470, -0.7458], [-5.5233, -1.6133, 2.4988], [-8.3559, -2.1141, -2.0083], [-1.6848, 4.4677, 8.0688], [-3.4190, -1.3280, 1.1648], [-1.2112, -0.1907, -6.0011], [-0.1097, -0.3242, -2.7196], [-1.9619, 5.2332, 4.5559], [-0.3139, 0.2859, -5.6137], [0.5161, 7.6351, 7.9453], [4.3320, 1.9209, -1.8316], [5.2008, 0.3565, 1.5725]],
  "atomic_forces_ev_per_a": [[0.03, -0.24, -1.20], [-0.03, 1.01, -0.25], [1.14, 0.72, -0.97], [-0.49, 0.81, -0.85], [0.07, 0.10, 0.06], [-0.09, 0.02, -0.07], [0.97, -0.31, 0.73], [-0.16, -0.21, 0.19], [0.00, 0.07, -0.02], [0.18, 0.57, 1.32], [-0.01, -0.05, 0.14], [0.18, 0.13, -0.05], [-0.10, -0.08, -0.06], [0.09, 0.00, -0.10], [0.01, 0.00, 0.07], [-0.02, 0.04, -0.01], [-0.01, -0.01, 0.08], [0.00, 0.00, -0.07], [-0.37, -0.20, 0.14], [0.05, 0.09, -0.10], [-0.11, -0.13, -0.05], [-0.63, -0.01, -0.49], [0.12, 0.03, 0.05], [0.26, -0.21, 0.13], [0.19, -0.20, -0.19], [-0.17, 0.05, -0.03], [0.05, -0.05, 0.09], [0.20, 0.00, -0.23], [-0.20, 0.15, -0.46], [-0.04, 0.02, 0.04], [-1.19, -0.32, 1.02], [-0.43, 0.75, -0.95], [-0.49, -0.44, 0.04], [-0.25, -0.30, -2.01], [0.90, -0.27, 0.16], [-0.10, 0.04, 0.13], [0.00, 0.01, -0.02], [0.00, -0.02, 0.00], [-0.10, -0.03, -0.04], [0.03, 0.02, -0.07], [0.05, 0.01, -0.05], [0.02, -0.01, -0.09], [0.23, 0.60, -0.13], [-0.06, -0.10, -0.07], [-0.18, -0.02, -0.04], [1.32, -0.37, -1.34], [0.45, -1.20, 0.24], [-0.04, -0.17, 0.29], [-1.22, -0.54, 1.41], [-0.29, -1.05, 0.55], [-0.04, -0.09, 0.11], [-1.02, 0.39, -0.17], [0.38, -1.19, -0.47], [-0.12, -0.02, -0.12], [0.41, -0.73, 0.20], [-0.09, -0.09, -0.05], [-0.33, 0.39, -0.04], [-0.02, -0.01, -0.12], [0.00, 0.00, -0.14], [0.33, -0.11, 0.33], [-0.02, 0.02, -0.02], [0.20, -0.01, 0.13], [0.10, 0.11, -0.03], [0.13, 0.05, 0.05], [0.12, 0.01, 0.09], [0.26, -0.14, 0.21], [0.12, -0.01, 0.07], [-0.05, 0.02, 0.13], [0.01, -0.01, 0.01], [-0.07, -0.15, -0.35], [-0.18, 0.36, 0.07], [-0.10, -0.70, 1.14], [-0.04, 0.23, -0.06], [0.05, 0.16, -0.29], [-1.69, 0.30, 0.42], [0.74, -0.51, 1.16], [0.10, 0.56, 0.01], [-0.04, -0.46, 0.09], [0.10, 0.14, 0.04], [0.01, 0.00, 0.00], [-0.58, 0.96, 1.00], [0.95, 1.29, -0.75], [0.33, 0.54, 0.43], [-0.14, 0.19, 0.12], [-0.06, 0.05, -0.16], [-0.24, 0.17, -0.12], [-0.03, -0.04, 0.04], [0.19, -0.34, 0.00], [-0.01, -0.01, 0.00], [0.00, -0.01, -0.01], [-0.10, -0.09, -0.14], [0.10, 0.07, 0.07], [0.25, 0.00, 0.47], [0.09, 0.09, 0.13], [0.28, 0.01, -0.11], [0.06, 0.51, -0.44], [0.28, 0.07, -0.03], [-0.13, -0.03, 0.30], [0.01, -0.01, 0.00], [-0.01, 0.06, -0.14], [-0.07, 0.01, 0.07], [-0.71, 0.53, 0.17], [0.11, 0.22, -0.23], [0.00, -0.01, 0.02], [0.20, -0.34, -0.18], [0.00, -0.01, 0.00], [-0.16, -0.68, 0.15], [0.35, -0.40, 0.13]],
  "charge": 0,
  "smiles": "CCOP(=O)(CCC1=C(OC(=O)c2ccccc2)C(=O)C(CCO)=C(P(=O)(O)O)C1=O)OCC.O=C1c2ccccc2C(=O)c2ccccc21.O=C1c2ccccc2C(=O)c2ccccc21",
  "gap_ev": 7.830
}

Entry 2:
{
  "formula": "C24H31N5O4",
  "method": "ωB97M-V/def2-TZVPD",
  "symbols": ["H", "H", "C", "H", "N", "C", "C", "C", "C", "C", "O", "C", "H", "H", "H", "H", "C", "H", "H", "H", "C", "C", "H", "C", "C", "C", "H", "O", "H", "H", "H", "H", "H", "O", "H", "H", "C", "H", "C", "H", "H", "N", "H", "H", "N", "H", "H", "H", "C", "C", "C", "N", "C", "C", "H", "H", "C", "H", "N", "C", "O", "C", "H", "C"],
  "coordinates": [[4.3796, 4.4642, 0.1138], [0.3646, -0.1084, -2.1431], [1.0294, -3.1006, 0.6798], [8.3020, 1.5000, 0.0189], [1.8842, -1.0369, -0.3227], [-3.9893, 2.1298, -0.9360], [-3.5067, 1.7196, 1.4346], [3.1242, -1.0454, -0.8793], [6.2632, 0.8407, -0.0629], [7.7365, 0.5728, -0.0300], [3.4656, -1.8977, -1.6810], [5.7505, 2.0756, 0.3043], [2.7728, -4.4514, -0.6450], [2.4543, 1.5203, -0.1355], [-5.8177, -0.4121, 1.9670], [-6.2559, 0.7605, -0.0276], [-0.5322, -0.5361, -1.7194], [2.8016, 3.7655, 0.4994], [4.0588, 3.8633, 1.7361], [-1.5422, -2.9799, 0.3791], [3.5161, 1.3201, -0.0949], [3.8708, 3.6844, 0.6779], [4.1393, -4.2847, 0.3748], [-5.6482, 1.3239, 0.6817], [-1.7548, -0.0234, -2.0600], [4.0102, 0.0704, -0.4580], [-5.4598, 1.4300, -2.3886], [-5.0650, -2.0180, -0.4235], [1.3569, -2.6630, -1.4173], [-3.6204, -0.1077, 2.5824], [-1.8095, 0.8006, -2.7528], [6.4263, 2.8635, 0.6071], [-4.5064, 3.1050, -0.9488], [-3.7235, -2.8702, 1.0180], [0.5318, -2.6457, 1.5375], [7.9844, -0.0264, 0.8461], [2.4892, -3.3334, 1.0579], [-2.4470, 1.5046, 1.2797], [-5.5887, 0.6481, 2.0559], [1.7218, -0.4606, 0.4881], [-4.0775, 1.3270, 3.5012], [-4.2627, 1.3603, 0.2525], [-3.6150, 2.7905, 1.6823], [-6.3059, 1.0923, 2.7436], [-3.9330, -2.2155, 0.0117], [-2.9126, 2.3147, -0.9643], [0.5512, -4.0493, 0.4389], [-4.9340, -0.5806, -1.5068], [5.3794, -0.1566, -0.4521], [-0.4102, -1.6187, -0.8348], [-2.8236, -1.6504, -0.6587], [3.1418, -4.2037, 0.2567], [4.3835, 2.3318, 0.2842], [-4.1355, 0.8501, 2.5248], [8.0443, 0.0159, -0.9125], [5.7447, -1.1266, -0.7540], [0.9714, -2.1469, -0.5256], [-3.8421, 1.6643, -3.0568], [-4.1608, -0.0970, -1.9605], [-4.3957, 1.3109, -2.1832], [3.0108, -2.7959, 2.0093], [-2.9557, -0.5685, -1.5618], [-6.0667, 2.3432, 0.7647], [-1.5630, -2.1526, -0.3126]],
  "atomic_forces_ev_per_a": [[-0.02, 0.10, -0.01], [0.06, 0.08, -0.05], [0.23, 0.20, -0.11], [0.08, 0.03, 0.00], [-0.25, -0.03, 0.06], [-0.02, -0.17, -0.09], [0.13, 0.01, 0.12], [-0.14, 0.03, -0.09], [-0.07, 0.04, -0.02], [-0.01, -0.04, 0.06], [0.21, -0.02, -0.13], [-0.13, -0.12, -0.06], [0.00, 0.07, 0.02], [-0.10, 0.04, -0.01], [-0.04, -0.02, 0.02], [-0.10, 0.04, -0.04], [-0.16, -0.08, 0.08], [-0.07, 0.06, 0.01], [-0.03, 0.07, 0.06], [0.04, -0.01, 0.05], [0.08, -0.11, -0.01], [0.03, 0.00, 0.02], [-0.05, 0.07, -0.01], [-0.09, -0.06, -0.02], [-0.02, 0.03, 0.02], [0.41, 0.17, 0.02], [0.07, -0.02, -0.06], [-0.16, -0.09, 0.03], [-0.08, 0.10, 0.23], [0.03, -0.01, 0.03], [-0.03, 0.10, -0.09], [0.10, 0.10, 0.02], [0.10, -0.03, 0.03], [-0.11, -0.10, 0.07], [0.03, -0.07, 0.01], [0.09, -0.03, 0.03], [-0.52, -0.25, -0.04], [0.02, 0.08, 0.02], [-0.10, -0.02, -0.04], [0.11, 0.02, 0.01], [0.04, -0.03, 0.04], [-0.03, 0.20, 0.18], [0.02, -0.01, -0.01], [-0.05, -0.03, 0.00], [-0.56, -0.30, 0.54], [-0.04, 0.06, -0.02], [-0.10, -0.02, 0.03], [0.37, 0.18, -0.20], [-0.21, 0.02, -0.01], [-0.11, -0.02, 0.01], [1.06, 0.58, -0.61], [0.29, -0.41, -0.12], [-0.01, 0.00, 0.03], [0.10, 0.10, -0.01], [0.08, -0.02, -0.04], [0.03, -0.11, -0.05], [0.03, -0.17, -0.13], [-0.14, 0.06, -0.01], [-0.67, -0.27, -0.26], [0.27, 0.27, 0.15], [0.12, 0.23, 0.29], [-0.08, -0.47, 0.16], [0.01, -0.02, -0.04], [0.02, 0.02, -0.05]],
  "charge": 0,
  "smiles": "Cc1cc(C)cc(C(=O)N[C@@H](CC(N)=O)c2ccc(NCCN3CCCC3)c([N+](=O)[O-])c2)c1",
  "gap_ev": 7.900
}

Entry 3:
{
  "formula": "C4H8F2N2",
  "method": "ωB97M-V/def2-TZVPD",
  "symbols": ["H", "H", "H", "F", "C", "C", "H", "H", "H", "F", "N", "C", "H", "C", "H", "N"],
  "coordinates": [[2.1838, 0.2976, 0.3612], [0.7031, -1.4848, 0.7942], [0.0554, -1.5136, -0.8366], [-1.2997, 0.1555, 3.2060], [-1.9842, 0.0852, -0.1185], [1.5170, 0.0406, -0.3379], [0.5524, 0.5370, 2.4926], [-3.7596, 0.8048, -0.0551], [1.2775, 0.9878, -0.6561], [-0.8144, 1.9839, 2.0196], [-0.8463, -0.1809, 0.5796], [0.2702, -0.8591, 0.1061], [2.1816, -0.4976, -1.1744], [-0.5545, 0.7175, 2.2715], [-1.8886, -0.2069, -1.1676], [-2.9240, 0.7946, 0.4165]],
  "atomic_forces_ev_per_a": [[2.50, 0.17, 3.48], [0.48, -1.90, 1.95], [-0.16, 1.12, 1.72], [-0.05, 0.64, -0.62], [-0.20, 1.74, 1.18], [-0.82, -3.70, -3.49], [-1.52, 0.20, -0.56], [-2.07, 0.23, -1.88], [-1.29, 2.05, -1.54], [-0.17, -0.57, 0.60], [-0.43, 1.95, 3.85], [2.00, 0.79, -4.25], [-1.64, 1.11, 1.67], [0.90, -2.05, -3.35], [-0.42, -0.49, -0.02], [2.89, -1.28, 1.26]],
  "charge": 0,
  "gap_ev": 9.180
}

LUMO energy (computed, eV): -1.9 -0.4 0.8
Electronic energy (computed, eV): -100788.0281 -41030.7974 -12689.6682
E_HOMO (computed, Ha): -0.3561 -0.3051 -0.3086